{"formula": "C40H44NO7PRuSbTe", "method": "wB97M-V/def2-TZVPD", "homo_lumo_gap_ev": [7.79, 5.82], "charge": 1, "lumo_ha": [-0.1118, -0.1966], "multiplicity": 5, "symbols": ["H", "C", "C", "C", "H", "H", "H", "H", "C", "C", "O", "C", "H", "H", "H", "H", "H", "C", "C", "C", "C", "C", "C", "H", "C", "H", "O", "Ru", "C", "C", "H", "C", "H", "P", "Sb", "C", "H", "Te", "H", "C", "C", "H", "C", "C", "C", "H", "C", "H", "C", "H", "H", "H", "C", "O", "H", "H", "H", "C", "C", "H", "H", "H", "H", "H", "O", "H", "H", "C", "H", "H", "H", "H", "H", "N", "C", "C", "C", "C", "C", "C", "C", "O", "C", "H", "O", "H", "H", "O", "C", "H", "C", "H", "C", "C", "H", "H"], "coordinates": [[-2.126127, 2.991073, 4.466569], [1.731573, 4.565473, -1.088931], [3.967473, -4.256427, 0.464969], [0.300273, -3.403227, -3.223931], [1.811173, -2.398627, -6.091031], [-4.513827, 1.997173, -0.428031], [2.476873, 2.565273, -1.051731], [-2.461227, -1.804427, -3.778031], [2.627773, -3.952827, 0.234469], [1.192773, -1.165827, -3.018931], [-3.428027, -0.829427, 0.080869], [-0.016027, 2.526873, 4.660269], [0.584173, -4.300827, -5.134831], [4.238273, -5.294827, 0.584669], [-3.453727, -5.455527, 0.957869], [0.664773, -4.828727, 0.402669], [0.405573, -2.294627, 3.988869], [0.142773, 6.571273, -0.006131], [-0.422427, 5.330273, -0.259231], [-1.276627, -4.105727, 3.162669], [3.272273, -1.638727, 0.085269], [2.029573, 8.215473, -0.096331], [0.766773, -3.418727, -4.537731], [-0.569027, -4.569227, -1.649031], [-2.273727, -4.928627, 2.668969], [5.965473, -3.557227, 0.743369], [-2.421727, 1.685773, 0.691569], [-0.267827, 0.566573, -0.031731], [-3.009227, -1.596327, -2.860031], [0.461473, -2.317027, 2.902869], [-4.913227, 2.054273, -2.170331], [4.942273, -3.281327, 0.536369], [1.458873, -2.666827, 2.622669], [-2.390827, 0.024173, -0.791831], [0.256673, -1.941327, -0.333231], [-1.333427, 2.057473, 2.726269], [0.029673, -5.513027, -3.024031], [-0.498627, 2.547673, -1.666531], [3.294473, 6.010073, -1.035831], [1.084373, 1.995373, 4.000869], [0.909773, 1.533573, 2.704069], [-1.007627, -4.172027, 4.205469], [-0.946227, -3.187527, 0.979569], [4.596773, -1.958927, 0.324069], [-1.240227, 2.579673, 4.009069], [2.007573, -5.935427, 0.704469], [2.037273, 1.035473, 1.803369], [5.338973, -1.178127, 0.348569], [-4.110327, 2.051873, -1.436331], [-2.487727, 5.876573, -0.327631], [0.347973, -1.287327, 2.536269], [1.651173, -5.416927, -0.939131], [2.608773, 3.482373, -1.634131], [1.667373, 0.900373, 0.577569], [-2.203827, 4.131673, -0.162831], [3.656273, 3.768473, -1.590731], [2.060773, 1.936073, 4.454269], [-0.604027, -3.211227, 2.337569], [1.468873, 6.849073, -0.311531], [1.340473, -0.262027, -2.419631], [2.172873, -0.356427, -4.739531], [-3.471027, -2.505027, -2.474031], [-3.780927, -0.856227, -3.055731], [-1.452727, -4.592027, -3.186031], [3.147873, 0.831673, 2.237069], [3.074273, 8.260673, -0.389731], [-2.571527, -0.763027, 1.972969], [0.366673, 4.330673, -0.847731], [-0.478027, 7.344473, 0.423369], [0.085573, 2.905873, 5.666969], [-3.522427, 2.967773, -1.543831], [2.349873, 3.274873, -2.675231], [-4.238327, -0.124927, 1.841769], [-0.278627, 1.535273, 2.115869], [2.252073, 5.819873, -0.823431], [2.287073, -2.612527, 0.075069], [-1.996327, -3.956827, 0.496769], [-3.547627, -0.893627, 1.488869], [1.655473, -1.204227, -4.319331], [0.540173, -2.266427, -2.463731], [-2.654227, -4.838427, 1.340169], [-3.289727, 0.927573, -1.737031], [1.446973, -2.346627, -5.077731], [1.944573, 8.509173, 0.948569], [-3.680827, 2.352773, 2.406769], [-2.761327, -5.634727, 3.322969], [3.016673, -0.601327, -0.086231], [-2.055027, -1.103927, -1.915931], [-2.621027, 2.039073, 1.911869], [-3.943127, -1.882627, 1.733469], [-0.462827, -4.588527, -2.730031], [-1.957027, 5.214473, 1.211069], [1.673073, -5.095027, 0.101569], [-1.851527, 5.121573, 0.130069], [1.470273, 8.941173, -0.685131], [-2.291027, -3.874927, -0.541831]], "forces_ev_per_a": [[-0.0663, 0.0508, 0.0302], [-0.3292, -0.3643, -0.0368], [-0.0813, -0.0541, 0.0280], [0.0549, 0.1123, 0.0483], [0.0402, 0.0127, -0.1349], [0.0018, -0.0103, -0.0552], [0.1073, -0.0208, -0.0500], [-0.0293, -0.0695, 0.0355], [0.1734, -0.0794, 0.0758], [-0.0600, 0.1541, 0.2908], [0.4473, 0.4499, -0.6124], [0.0305, -0.0469, -0.1157], [0.0243, -0.0798, -0.0873], [0.0567, -0.1318, 0.0601], [-0.0623, -0.0328, -0.0300], [-0.0533, -0.1442, 0.0207], [0.0068, 0.0544, 0.0336], [0.3210, -0.0702, -0.1428], [-0.0330, -0.3910, -0.1799], [-0.0237, -0.0168, -0.0944], [0.0711, 0.4999, -0.0753], [0.0011, 0.0971, 0.0318], [0.0117, 0.0542, 0.0400], [-0.0414, -0.1317, 0.0346], [-0.0421, -0.0045, -0.0980], [0.0853, -0.0158, -0.0081], [0.1751, -0.4023, -0.9538], [-0.1664, 1.4844, 2.0177], [-0.1091, -0.1325, -0.1538], [0.1135, 0.0064, -0.0182], [0.0354, -0.0382, -0.0111], [0.0590, 0.0771, -0.0461], [-0.0236, 0.0989, 0.0351], [-0.9317, -1.5147, -0.5706], [0.8477, -1.9036, -0.2786], [-0.3795, 0.0067, 0.1509], [0.0081, -0.0928, 0.0688], [0.3332, 1.1479, -0.6517], [0.1203, -0.0343, -0.0191], [-0.0547, -0.0678, -0.2479], [0.3488, -0.0798, 0.0627], [0.0620, 0.0729, 0.1489], [0.0526, 0.4083, -0.4619], [-0.0174, -0.1113, -0.0163], [-0.0610, -0.1587, -0.1749], [-0.0645, -0.0894, 0.0205], [0.2634, 0.0535, 1.2363], [0.0897, 0.1045, 0.0276], [-0.2849, 0.3358, 0.1654], [-0.1080, -0.0054, -0.0282], [0.0645, -0.1077, 0.0936], [-0.0820, -0.1136, -0.0730], [-0.0763, -0.1438, -0.0190], [-0.3170, -0.0574, -1.2989], [-0.1473, 0.0297, 0.1069], [0.0486, -0.0312, -0.0485], [0.1088, 0.0283, 0.0005], [0.0853, 0.1082, -0.1986], [-0.1310, -0.2963, -0.0066], [0.1220, -0.1671, -0.1415], [0.0591, 0.1059, -0.0325], [0.0248, -0.0199, -0.0050], [0.0292, -0.0357, -0.0383], [-0.1490, -0.0653, 0.0759], [-0.1787, 0.1473, -0.0136], [0.0706, 0.0639, 0.0075], [-0.1339, -0.0757, -0.0290], [0.1370, 0.3639, 0.2925], [-0.0898, 0.0914, 0.0765], [-0.0102, 0.0217, 0.0418], [-0.1210, -0.0995, 0.0420], [0.0994, -0.0602, -0.0857], [0.1074, -0.0672, -0.0251], [0.0846, -0.1808, -0.5284], [-0.1379, 0.1562, 0.0805], [-0.5997, 0.3992, 0.0502], [0.0741, 0.0401, -0.1139], [-0.0736, 0.1063, 0.6949], [-0.0423, 0.0086, -0.0306], [-0.2750, 0.1120, 0.4971], [-0.0716, 0.0126, -0.0650], [0.4692, 0.0834, 0.1466], [0.0053, 0.0298, -0.0280], [0.0335, 0.0422, 0.0635], [0.0191, 0.0505, 0.0227], [-0.0665, -0.0458, 0.0790], [0.0455, -0.1131, 0.1016], [-0.0346, 0.5595, 0.3310], [0.2468, 0.1538, 0.8000], [0.1489, 0.1270, -0.0631], [-0.0357, 0.0225, 0.0298], [-0.0867, -0.0751, 0.0415], [-0.0597, -0.0091, -0.0417], [-0.0564, -0.1090, -0.0892], [0.0243, 0.0912, -0.0269], [-0.0514, -0.0691, 0.0162]]}

{"formula": "C40H45BeN3O4PS", "method": "wB97M-V/def2-TZVPD", "homo_lumo_gap_ev": 4.30, "charge": -1, "relative_energy_kcal_mol": 0.0, "lumo_ha": 0.0774, "symbols": ["C", "O", "H", "C", "C", "C", "H", "H", "N", "P", "C", "C", "H", "O", "H", "H", "H", "H", "C", "C", "O", "H", "H", "C", "C", "H", "C", "C", "C", "H", "C", "H", "H", "C", "H", "N", "H", "C", "H", "C", "Be", "C", "C", "C", "C", "C", "C", "O", "H", "C", "H", "H", "H", "C", "H", "H", "H", "H", "S", "H", "H", "C", "H", "C", "H", "C", "C", "C", "H", "C", "C", "H", "H", "C", "H", "H", "C", "C", "C", "C", "H", "H", "N", "H", "C", "H", "C", "H", "H", "H", "H", "H", "H", "H", "C"], "coordinates": [[-5.070640, 0.673807, 0.473648], [-0.032573, 0.144535, -3.365071], [1.182581, -3.626885, 2.916111], [1.748233, 4.610233, 0.386304], [3.244134, -3.733636, -4.555210], [4.512457, 2.786245, -3.591738], [0.080082, 0.850753, 6.915755], [-2.512484, -3.572595, 5.671754], [-2.739608, 0.561966, -0.374875], [-0.727131, -1.754137, 3.651867], [1.484127, 3.135471, 2.265591], [2.151341, -0.784725, -0.893242], [-0.873882, 2.616206, -3.706396], [0.589176, -1.668260, 2.636054], [2.756542, 4.859726, 2.261724], [-0.545446, -1.364165, -1.579083], [1.795253, -2.793177, 1.460009], [-3.804837, -4.557742, 4.964547], [-2.887360, 3.054944, -4.351071], [3.442023, 0.326401, -2.618086], [-1.106846, -3.302718, 3.393685], [-5.221068, -0.299924, 0.000435], [0.648947, 4.066816, -1.377056], [2.859884, -2.273172, 3.266169], [2.890508, -4.648618, -2.384497], [-3.739896, -0.486235, -3.057748], [3.103414, -4.853413, -3.743863], [0.867142, 3.814925, -0.347140], [4.498573, 0.368112, -3.552804], [-5.074463, 1.864660, -1.343897], [-0.030761, 1.129241, 2.148547], [-1.030999, 0.563594, 5.572481], [5.828710, 1.538591, -4.739575], [2.320103, 5.789868, -0.197241], [3.674709, -2.956786, 3.022291], [2.773225, 6.745275, -0.651676], [-3.119295, -2.804879, 3.337242], [-2.080286, -0.586258, -0.569488], [-2.145768, -5.174697, 5.029402], [-1.897633, 2.271700, -3.778580], [0.669551, -0.366637, 1.518834], [1.487705, -0.665247, 0.142004], [-3.508286, 0.508718, -3.417664], [-5.620371, 1.791138, -0.402699], [5.010851, 1.564040, -4.026661], [3.011814, -2.217566, -2.651296], [1.617044, -2.707190, 2.529721], [0.046773, -1.983803, 5.078896], [3.375404, -3.857790, -5.624917], [3.194751, -2.453911, -4.031087], [2.671163, -3.237593, -0.794007], [3.156464, -1.276757, 2.936846], [-2.642110, 1.295195, -1.057446], [-4.488061, 1.284231, -4.021280], [4.950909, -0.555763, -3.882700], [-5.539883, 2.755552, 0.103128], [1.741252, 2.864176, 3.283169], [-3.277629, 0.147859, 1.565680], [-2.121860, -1.876906, 0.494649], [3.251325, -1.611622, -4.705047], [2.711713, -2.274473, 4.345673], [2.059303, 4.254502, 1.697010], [3.102421, 3.708335, -2.259930], [3.493872, 2.771664, -2.643570], [-5.491953, 0.894537, -4.130762], [-2.213789, 1.004149, -3.298053], [0.299774, 2.701509, 0.235015], [-4.179374, 2.559032, -4.476472], [-3.366041, 1.851303, 1.108937], [-2.752594, -4.282174, 4.879734], [2.844376, -3.373331, -1.854724], [-2.674452, -4.392399, 2.717789], [-4.948245, 3.167646, -4.935139], [0.575486, 2.337202, 1.560814], [-0.345959, 2.061507, -0.353531], [-0.044473, 1.176928, 3.243477], [-1.084682, 0.157669, -2.783206], [-2.485274, -3.677776, 3.518864], [-3.586271, 0.832290, 0.777225], [0.631646, -0.817787, 5.678997], [2.761324, -5.500121, -1.724371], [-1.074533, 1.043616, 1.827121], [-1.314538, -0.711583, -1.710391], [-1.052193, -0.508429, 6.981121], [2.896188, -0.896221, -2.062403], [4.915674, 3.719308, -3.963815], [2.976615, 1.582312, -2.168661], [3.143467, -5.852526, -4.159100], [-6.670749, 1.629586, -0.647550], [1.335449, -1.195431, 6.421396], [-5.611552, 0.648243, 1.423647], [2.197125, 1.598233, -1.416615], [-2.646741, 4.045505, -4.714172], [1.210841, -0.270511, 4.929106], [-0.408810, 0.076504, 6.323169]], "forces_ev_per_a": [[-0.0087, -0.0269, 0.0249], [0.0253, -0.0222, 0.0207], [0.0819, -0.0014, 0.0104], [-0.0121, 0.0799, -0.0419], [0.0009, -0.0336, -0.0185], [0.0179, -0.0401, -0.0205], [0.0101, 0.0251, -0.0085], [-0.0106, 0.0258, 0.0086], [-0.0132, 0.0220, 0.0441], [0.0923, -0.0769, -0.0582], [-0.0290, -0.0173, 0.0173], [0.0639, -0.0657, 0.0410], [0.0119, 0.0018, -0.0062], [-0.1476, 0.2590, 0.0075], [0.0017, 0.0075, 0.0025], [0.1370, 0.0081, 0.0505], [0.0176, -0.0163, 0.0141], [-0.0162, -0.0126, 0.0067], [-0.0041, -0.0107, -0.0004], [0.0241, 0.0667, -0.0563], [-0.0229, 0.0240, 0.1067], [0.0047, -0.0079, 0.0106], [0.0046, 0.0023, -0.0072], [0.0199, -0.0253, -0.0415], [0.0057, -0.0286, 0.0088], [0.0113, -0.0115, 0.0231], [0.0013, -0.0006, -0.0079], [-0.0231, -0.0048, 0.0403], [-0.0668, -0.0494, 0.0326], [0.0187, -0.0072, -0.0434], [-0.2229, -0.1630, 0.1430], [-0.0193, -0.0076, -0.0097], [-0.0007, -0.0005, -0.0046], [0.0141, -0.0592, 0.0348], [-0.0008, -0.0122, 0.0241], [-0.0040, 0.0361, -0.0205], [0.0010, -0.0003, 0.0023], [-0.0861, -0.0889, -0.1385], [0.0159, -0.0074, 0.0010], [-0.0803, -0.0280, 0.0338], [0.0698, 0.0650, 0.0413], [-0.0241, 0.0075, -0.0302], [0.0022, 0.0321, -0.0253], [0.0038, 0.0111, -0.0089], [0.0139, 0.0605, -0.0058], [-0.0700, -0.0251, 0.0171], [-0.0853, -0.1015, -0.0659], [0.0134, -0.0151, -0.0119], [0.0053, 0.0017, -0.0125], [0.0393, 0.0610, 0.0429], [0.0080, -0.0108, 0.0070], [0.0118, -0.0004, -0.0390], [0.0493, 0.0318, -0.0195], [0.0477, 0.0017, 0.0311], [0.0060, -0.0599, -0.0360], [0.0035, 0.0140, 0.0108], [-0.0116, 0.0076, 0.0170], [-0.0065, 0.0257, -0.0200], [-0.0532, -0.0150, -0.0093], [0.0286, 0.0491, -0.0276], [-0.0091, -0.0008, 0.0113], [0.0290, -0.0067, 0.0001], [0.0132, 0.0185, -0.0151], [0.0024, 0.0316, 0.0054], [-0.0038, 0.0038, -0.0050], [0.0830, -0.0012, 0.0688], [0.0153, 0.0200, 0.0160], [-0.0135, 0.0177, -0.0023], [-0.0330, -0.0054, 0.0038], [-0.0048, -0.0171, -0.0082], [0.0033, 0.0219, 0.0057], [-0.0175, 0.0034, 0.0178], [-0.0017, 0.0027, -0.0084], [0.0668, -0.0092, -0.0845], [-0.0307, -0.0211, -0.0151], [0.0575, 0.0731, -0.0006], [-0.1479, -0.0164, -0.0746], [-0.0206, -0.0181, -0.0852], [0.0728, 0.0182, 0.0384], [0.0487, -0.0131, 0.0008], [-0.0007, -0.0041, 0.0047], [-0.0620, 0.0346, 0.0352], [0.1382, 0.0467, 0.0428], [0.0082, -0.0050, 0.0233], [0.0070, -0.0727, -0.0369], [0.0066, 0.0143, -0.0002], [-0.0422, -0.0027, 0.0055], [-0.0004, -0.0103, -0.0046], [-0.0167, -0.0058, 0.0016], [-0.0291, -0.0021, 0.0015], [-0.0019, 0.0063, -0.0024], [0.0227, -0.0038, -0.0393], [-0.0096, 0.0049, 0.0005], [0.0053, 0.0264, 0.0089], [-0.0003, -0.0012, 0.0095]]}

| no. | DFT total energy (Ha) | strongest force on any atom (eV/Å) |
| --- | --- | --- |
| 1 | -3076.39134 | 2.5 |
| 2 | -2770.88053 | 0.3 |